(1)
Molecular formula: C26H72N2O11
Method: DFT, ωB97M-V/def2-TZVPD

Properties
- frontier orbital gap (eV) = 8.515
- net charge = 0
- LUMO level (eV) = 0.59
- HOMO (eV) = -7.93
- DFT total energy (hartree) = -1970.72666

Last column: Mulliken charge in e.
Element x y z (Å)
H: 2.3872 -1.4026 2.0898  -0.25
H: -5.4393 2.8149 0.1651  0.37
C: 0.4002 -2.8006 4.3013  -0.04
H: 5.6520 5.0255 -0.5545  0.25
C: -5.6854 -1.2728 3.2827  -1.03
H: -0.9716 1.1289 1.9956  0.24
H: 2.7909 1.4962 -3.2942  0.67
H: -4.9970 -2.1171 -2.7960  0.01
H: -4.5247 0.0329 -2.4959  0.16
H: 3.7931 -2.7634 -4.3152  0.26
O: 4.1662 1.1961 -1.7820  -0.06
H: 2.3211 3.6361 0.3557  -0.01
O: 1.1130 -2.0621 3.3648  -0.36
H: 2.6300 1.2938 3.8979  0.53
H: -3.5184 2.3997 -4.3806  0.30
H: -3.0973 1.2910 -5.6970  0.40
H: -6.7463 -1.8274 -3.0017  0.28
H: 2.8098 -4.2297 -3.8199  0.31
H: 0.2263 2.8998 2.9692  0.27
H: -6.0341 -2.9254 -4.0531  0.50
H: -4.3696 -2.9437 2.7106  0.30
H: 1.8870 1.0057 2.3200  -0.60
H: 3.9364 0.5196 1.2075  -0.04
O: -4.5103 0.4988 -4.2255  -0.49
H: -5.2460 -5.2270 -2.7739  0.30
C: -5.5352 1.7654 -0.1365  -1.52
H: 1.3220 3.3084 4.3153  0.36
H: 0.7400 4.1523 -0.0185  0.34
N: 1.8607 3.2780 -1.6114  -0.24
C: 4.6180 4.6695 -0.2607  -0.48
H: 2.6903 3.5761 -2.2011  0.41
H: 0.2300 0.5835 0.9000  -0.49
O: -4.5486 0.1189 -1.5174  -0.32
H: 3.2686 -3.5011 -0.8161  0.29
H: -3.9898 -1.3804 2.0190  -0.28
O: 3.7268 5.3792 -1.0498  -0.39
O: 2.7117 -2.5051 -2.6032  -0.18
H: -7.3497 -4.0658 -2.2361  0.34
C: -4.4339 1.4283 -1.1215  0.57
H: -5.5004 -0.1591 3.4224  0.22
H: -6.3433 -3.2243 -1.1000  0.13
C: 1.6760 1.2871 3.3647  0.48
C: 2.8574 1.0697 -2.2806  -0.92
H: 0.8120 1.4075 -1.4878  -0.23
H: 0.4486 -3.8154 3.9380  0.36
H: -1.2357 1.0669 -4.0190  0.42
C: 2.3389 -3.1693 -1.3489  -0.74
H: -6.0997 -1.7476 4.1804  0.39
H: 0.7470 -1.8441 -1.0975  0.01
H: 2.5858 -0.0270 -2.2647  0.16
H: 2.0164 -3.1576 5.6075  0.24
H: 2.1585 1.6599 -0.3383  -0.85
C: 2.3940 5.4975 -0.5761  -0.85
H: -3.4580 1.5998 -0.6400  -0.07
H: -0.1501 0.6869 3.7616  0.31
H: -4.4978 2.1035 -1.9661  0.19
H: 1.1200 -1.6341 5.9258  0.25
H: 6.0943 0.8821 -2.1651  0.32
H: 0.8980 -1.1317 3.5857  0.20
H: -2.4528 1.1932 -2.6965  -0.02
H: -0.6778 -2.4780 4.2941  -0.02
C: -5.9564 -2.6002 -3.0635  -0.71
H: 4.3188 -3.8140 -3.0266  0.34
C: -2.2416 0.7944 -3.6604  -0.62
C: -3.3372 1.3357 -4.6308  -0.49
C: 1.2540 2.7978 3.3177  -1.08
O: -1.8431 -0.4513 -0.7686  -0.16
H: -1.5232 -1.2873 1.1522  0.32
H: 4.6483 3.5911 -0.3350  0.05
C: 5.1592 0.4578 -2.4510  -0.89
H: 5.0585 0.3622 -3.5379  0.33
C: -1.7857 -0.3258 0.6410  -0.17
C: 4.2821 -0.4581 1.4979  -0.61
H: -2.7175 0.0058 1.0521  0.16
H: 3.1002 -0.7175 -0.6657  -0.59
H: 4.4172 4.9126 0.7615  0.35
C: 3.4184 -3.3872 -3.5127  -0.90
H: 2.2638 5.9843 0.4172  0.37
H: 0.4823 -3.3698 6.3561  0.41
C: -4.3724 -1.8665 2.8882  0.34
H: 1.7455 -4.0273 -1.6937  0.55
H: -6.5076 1.6108 -0.5502  0.38
C: -0.8530 0.7973 0.9646  -0.22
H: -5.2259 0.9550 -4.6805  0.25
H: -3.5666 -2.1709 4.7312  0.26
C: 1.5848 -2.1941 -0.4958  -0.50
C: 3.1156 -1.4535 1.2880  0.10
H: 6.9108 -0.0286 1.4808  0.42
H: 4.7285 -0.3927 2.4915  0.71
O: -5.3556 -4.7347 -1.9935  -0.51
H: 1.0754 -2.6875 0.3782  0.30
H: -5.4477 1.0954 0.6991  0.21
N: 2.4447 -1.1244 0.0131  0.99
H: -6.3732 -1.4221 2.4402  0.30
H: 7.1136 -0.1814 -0.1253  0.35
H: 6.1141 1.1036 0.5443  0.25
C: 1.0345 -2.7010 5.6742  -1.03
H: 5.2792 -0.6051 -2.1154  0.19
C: -6.3312 -3.7236 -2.1129  -0.35
H: 1.8364 3.4254 2.6336  0.22
C: 1.8575 1.8333 -1.3652  1.41
O: -3.3558 -1.6581 3.9404  -0.49
C: 6.3555 0.0346 0.5736  -1.01
H: -2.2329 -0.2863 -3.7415  0.25
H: -1.0072 1.5595 0.2418  0.27
H: 3.5018 -2.5284 1.3524  0.39
C: 1.7471 4.0778 -0.4249  -0.21
H: 1.8661 6.0451 -1.3086  0.40
H: -2.7094 -0.7450 -1.0623  0.00
O: 0.7747 0.4568 4.0585  -0.64
O: 5.2390 -0.8342 0.5003  -0.31

Forces on the atoms, in the same order (eV/Å):
H 0.2 0.2 -0.1
H -0.1 -0.2 0.2
C -1.0 -0.2 0.2
H -1.1 -0.3 0.5
C 0.0 1.0 -0.3
H -0.5 0.3 -0.1
H 0.0 -0.3 0.0
H -0.5 -0.6 -0.4
H -0.1 0.4 0.5
H -0.3 -0.1 -0.4
O 0.3 0.3 0.2
H 0.6 -0.7 1.1
O -0.1 0.7 -0.3
H -0.1 -0.5 0.0
H -0.2 -0.5 -0.1
H -0.2 -0.5 0.1
H 0.4 -0.1 0.2
H -0.3 0.0 -0.4
H -0.2 -0.1 0.0
H 0.5 -0.5 -1.8
H -0.5 0.0 -0.2
H -0.3 -0.5 0.3
H -0.3 0.8 0.1
O 0.8 1.6 -1.6
H 0.0 -0.8 -1.7
C 0.7 0.5 -0.1
H -0.1 -0.7 -0.7
H -0.4 0.1 -0.3
N 0.9 0.3 -1.6
C 1.9 0.7 0.0
H -1.3 -0.5 1.3
H -0.4 -0.5 -0.3
O -0.1 -2.0 -0.7
H -0.6 0.1 -0.5
H 0.4 0.3 -0.5
O -0.9 0.5 -0.8
O 0.4 -0.8 0.2
H -0.2 -0.5 -0.5
C 0.0 1.2 0.6
H -0.6 -1.3 0.1
H 0.0 -0.7 -0.7
C 0.9 2.4 -0.6
C -1.3 -0.8 0.4
H 1.2 0.4 0.0
H -0.3 -0.6 0.1
H -0.3 0.3 0.4
C 1.1 -0.5 -1.2
H 0.1 0.3 -0.1
H 0.0 0.6 -0.1
H 0.0 1.1 -0.6
H 0.4 0.2 0.0
H 0.1 -0.3 0.4
C -0.4 -2.1 0.8
H -0.1 0.0 -0.1
H 1.4 -0.3 0.5
H 0.0 0.2 -0.4
H -0.1 -0.5 0.5
H 0.7 0.7 -0.2
H 0.5 -0.2 -0.3
H 0.2 -0.2 0.8
H 0.7 -0.3 0.2
C -0.7 0.8 1.3
H -0.3 0.2 0.0
C 0.3 0.6 -2.7
C 0.4 -0.7 2.1
C -0.2 0.0 1.0
O 0.6 -0.2 0.1
H 0.0 0.6 -0.4
H -0.5 -0.5 -0.5
C 0.0 -1.6 0.2
H -0.2 0.7 0.0
C 0.4 -0.7 0.1
C -0.7 -1.3 -1.4
H -1.1 -0.1 0.0
H -0.4 -0.8 0.4
H 0.2 0.2 1.0
C 0.4 0.7 1.7
H 0.6 0.0 -0.5
H 0.0 0.8 0.2
C 1.3 -0.8 1.9
H 0.0 -0.1 0.6
H -0.7 -0.1 -0.5
C 1.9 -0.6 0.7
H -0.5 -0.4 0.2
H -0.2 0.0 -0.3
C -0.3 0.0 0.6
C 0.6 -0.3 0.0
H 0.1 -0.6 1.4
H -0.1 -0.4 0.1
O -0.2 0.6 1.6
H 0.7 0.3 -0.7
H 0.0 -0.1 0.7
N 0.0 0.2 0.6
H -0.1 0.2 0.3
H 0.4 -0.5 -1.5
H -0.5 0.0 -0.5
C -0.3 -0.6 -0.3
H -0.8 0.6 0.1
C 0.7 1.7 1.9
H 0.2 -0.5 0.0
C -0.2 -0.2 -0.9
O -0.3 0.3 -0.7
C -0.6 0.6 0.6
H -0.3 -0.2 0.5
H -0.4 1.1 -0.3
H -0.1 1.2 -0.3
C 0.8 1.3 -0.3
H -0.5 0.8 -0.8
H -0.4 0.0 0.2
O -1.7 0.7 -0.4
O 1.1 0.7 0.5

(2)
Molecular formula: Cl2H2O2P2
Method: DFT, ωB97M-V/def2-TZVPD

Properties
- frontier orbital gap (eV) = 10.691
- net charge = 0
- LUMO level (eV) = 0.35
- HOMO (eV) = -10.35
- DFT total energy (hartree) = -1754.85921

Last column: natural (NBO) charge in e.
Element x y z (Å)
O: 1.7158 0.3755 0.1167  -1.08
P: 0.3809 -0.4826 -0.5334  0.65
O: 3.2907 -0.0694 -1.8866  -1.04
H: 0.5085 0.1415 -1.7559  -0.05
P: 3.1611 0.1455 -0.4644  1.99
Cl: 3.6378 -1.4595 0.5416  -0.25
H: -0.7080 0.5695 -0.0021  -0.02
Cl: 4.0383 1.6487 0.4205  -0.21

Forces on the atoms, in the same order (eV/Å):
O -0.7 0.1 -0.3
P -1.4 1.7 1.5
O 0.2 0.4 -0.8
H -0.3 0.2 -0.9
P -1.3 -0.2 0.5
Cl 0.9 -1.2 0.7
H 1.8 -1.7 -0.9
Cl 0.8 0.7 0.1

(3)
Molecular formula: C42H35ClN2PS2SbSc
Method: DFT, ωB97M-V/def2-TZVPD

Properties
- frontier orbital gap (eV) = 5.697
- net charge = +3
- LUMO level (eV) = -9.09
- HOMO (eV) = -14.79
- DFT total energy (hartree) = -4329.06773

Last column: Mulliken charge in e.
Element x y z (Å)
C: -2.6407 -1.5151 2.4103  -0.16
C: -3.2856 -0.4267 -6.7522  -0.63
C: -1.0425 1.4392 2.6190  -0.31
C: 5.6788 1.1150 -0.6769  0.54
H: 2.0036 -3.5095 -1.3497  0.55
C: 2.1980 -0.9570 1.6379  -0.26
C: -0.5797 -2.5131 3.1923  -0.86
C: 5.0190 0.0071 -1.2102  -0.61
C: -2.7699 1.1498 -0.5202  1.30
C: -0.7451 2.6782 2.0803  0.83
P: -0.3570 -0.0616 1.8764  2.72
H: 3.1362 -0.8974 -1.5487  0.16
C: -1.3017 -3.6064 3.6674  -0.66
H: -4.4333 -2.6387 2.7754  0.48
Cl: 0.2786 2.7888 0.6229  -0.08
H: -2.9167 2.5808 5.2091  0.50
H: -2.9829 2.6367 -3.5894  0.32
H: -3.7082 1.8965 1.2689  0.47
C: -3.6275 -1.7756 -6.6947  -0.56
H: 1.2570 1.1624 4.1335  0.51
Sc: 0.6776 0.5186 -0.4843  -0.08
C: -1.5717 -2.0811 -0.8413  -0.33
C: -1.9762 3.8315 3.7387  -0.71
C: 7.1752 1.1252 -0.5948  -0.17
H: -2.0847 0.4779 4.2243  0.58
H: -2.2746 1.1975 -5.7810  0.37
H: -2.2017 -2.6347 -3.7401  0.43
C: -2.3020 2.6121 4.3152  -0.83
H: 4.1912 -1.7331 1.3414  0.54
C: -3.1317 2.4608 -2.5291  -0.82
H: -4.7080 3.8511 0.1347  0.46
C: -1.8356 1.4239 3.7590  -0.74
H: 5.3607 3.0248 0.2872  0.49
C: 1.0166 -3.0906 -1.1887  -1.09
C: -0.6696 -1.4201 -1.6877  -0.21
H: -1.8724 -3.7333 0.4924  0.60
C: 4.0615 -0.4123 3.0318  -0.82
C: 4.9052 2.1427 -0.1484  -0.80
C: 3.6569 -0.0422 -1.1524  -0.44
C: 1.8894 0.5340 3.5170  -0.95
C: -2.6825 -3.6522 3.5163  -0.77
H: -2.5843 -1.7218 -0.7200  0.60
H: 2.9319 2.7685 0.3592  0.56
H: 0.4955 -2.4840 3.3237  0.46
C: 0.6303 -1.9397 -1.8678  -0.43
C: -2.1881 -0.6620 -4.6525  0.78
C: 3.2349 0.3937 3.8199  -0.71
Sb: -1.2498 0.1742 -2.9967  2.13
C: -1.1786 3.8769 2.5993  -0.73
C: -1.1731 -3.2277 -0.1688  -0.75
H: -3.2416 -4.4991 3.9019  0.44
H: -3.5838 0.1784 -7.6026  0.43
H: -3.1748 -0.6965 1.9325  0.33
C: -2.5542 0.1522 -5.7241  -0.82
H: 5.1137 -0.5123 3.2786  0.49
H: 1.7768 -1.5532 0.8279  0.47
S: 0.7353 1.3654 -2.8743  -0.45
H: 1.2863 -1.5047 -2.6104  0.94
C: -4.1014 3.1512 -0.4301  -0.78
N: 7.7726 2.2732 -0.9427  -0.35
C: -2.5095 -2.0160 -4.5726  -0.13
C: 3.5359 2.0047 -0.1010  -0.48
H: -0.9062 4.8208 2.1388  0.59
H: 5.5853 -0.8119 -1.6333  0.58
H: -4.3580 4.2035 -2.2920  0.45
H: -2.3764 0.2805 -0.0290  -0.74
S: 7.9082 -0.2080 -0.0097  -0.25
C: -3.2431 -2.5682 -5.6169  -0.73
C: -2.5676 1.3568 -1.8841  0.45
H: 0.4146 -4.6331 0.1805  0.47
H: -0.7821 -4.4179 4.1670  0.49
H: 7.2819 3.0424 -1.3625  0.21
H: 3.6465 0.9087 4.6806  0.49
H: -3.5085 -3.6203 -5.5888  0.42
C: -3.9057 3.3509 -1.7964  -0.81
C: -3.5354 2.0573 0.2083  -0.53
N: 2.9080 0.9232 -0.5798  0.88
C: 0.1166 -3.7267 -0.3375  -0.49
C: -3.3544 -2.6054 2.8870  -0.72
C: -1.2525 -1.4630 2.5707  0.55
H: -4.1964 -2.2164 -7.5058  0.42
H: -2.3377 4.7582 4.1710  0.48
H: 8.7748 2.3369 -0.8665  0.24
C: 3.5477 -1.0953 1.9399  -0.77
C: 1.3625 -0.1484 2.4174  0.39

Forces on the atoms, in the same order (eV/Å):
C -0.1 0.0 0.0
C 0.0 0.0 0.0
C 0.2 -0.2 0.0
C 0.1 0.0 0.0
H 0.0 0.0 0.0
C 0.0 0.0 0.2
C -0.1 -0.1 0.1
C 0.3 0.0 0.0
C -0.2 0.4 -0.2
C 0.0 0.2 -0.1
P -0.2 0.0 0.4
H -0.1 -0.1 -0.1
C 0.0 0.0 0.0
H 0.1 0.0 0.0
Cl -0.1 0.1 -0.1
H 0.1 0.0 -0.1
H 0.0 0.0 0.0
H 0.0 0.0 -0.1
C 0.0 0.0 0.0
H 0.0 0.0 0.0
Sc 1.4 0.1 -0.6
C 0.2 -0.1 -0.1
C 0.0 0.0 0.0
C -0.2 0.3 -0.1
H 0.0 0.0 0.0
H 0.0 0.0 0.0
H 0.0 0.0 0.0
C 0.0 -0.1 0.0
H -0.1 0.1 0.1
C -0.1 0.0 0.2
H 0.0 -0.1 -0.1
C -0.2 0.1 0.3
H 0.0 -0.1 -0.1
C 0.0 -0.1 0.1
C 0.0 0.1 0.0
H 0.1 0.1 -0.1
C 0.1 0.1 0.1
C 0.3 0.1 0.1
C -0.1 0.2 0.1
C 0.1 0.1 -0.1
C 0.0 0.0 0.0
H -0.1 0.0 0.0
H -0.1 0.1 0.0
H 0.0 0.0 0.0
C -0.3 -0.1 0.1
C 0.2 0.1 -0.1
C 0.1 0.0 0.0
Sb -0.5 -0.2 0.2
C 0.0 0.1 0.0
C 0.0 -0.1 0.1
H 0.1 0.1 -0.1
H 0.0 -0.1 0.1
H 0.0 -0.1 0.1
C 0.0 -0.3 0.0
H -0.1 0.0 0.0
H -0.1 -0.1 -0.1
S -0.1 -0.2 0.4
H 0.1 0.1 0.0
C 0.0 0.1 -0.1
N -0.1 -0.3 0.1
C -0.1 0.2 -0.3
C 0.0 -0.2 0.0
H 0.0 -0.1 0.0
H 0.0 0.0 0.0
H 0.0 -0.1 0.1
H 0.1 -0.3 0.2
S 0.1 -0.1 0.1
C 0.0 0.0 0.0
C -0.1 0.2 -0.1
H 0.0 0.1 0.0
H -0.1 0.1 -0.1
H -0.1 0.0 -0.1
H 0.0 0.0 -0.1
H 0.0 0.1 0.0
C 0.0 0.0 0.0
C 0.0 0.0 0.0
N -0.7 0.0 -0.1
C 0.0 -0.1 0.0
C 0.0 0.0 0.0
C 0.0 0.0 -0.1
H 0.1 0.0 0.1
H 0.0 -0.1 0.0
H 0.1 0.0 0.0
C 0.0 0.0 0.0
C 0.1 -0.1 -0.1

Which value of frontier orbital gap does entry 2 give?
10.691 eV